(1)
The following is a quantum chemistry calculation of one molecule with the formula C4H5ClN2, from OMol25.

Properties
Charge   0
Frontier orbital gap   10.927 eV
HOMO   -10.162 eV
LUMO level   0.028 hartree
SMILES   ClN1N=C1C1CC1

```
12
Properties=species:S:1:pos:R:3:lowdin_charge:R:1
Cl 3.48 0.65 1.30 0.528
N 2.82 1.38 -0.15 -0.356
N 2.12 2.71 0.27 0.184
C 1.48 1.67 0.12 -0.514
C 0.22 1.02 0.31 -0.192
C -0.21 0.00 -0.77 -0.089
C 0.27 -0.51 0.59 -0.108
H -0.52 1.42 0.99 0.142
H 0.39 -0.16 -1.71 0.126
H -1.25 -0.09 -1.01 0.085
H -0.21 -0.98 1.45 0.105
H 1.27 -1.01 0.45 0.089
```

---

(2)
The following is a quantum chemistry calculation of one molecule with the formula C4H3ClN2, from OMol25.

Properties
Charge   0
Frontier orbital gap (alpha / beta)   7.327 / 7.326 eV
HOMO (alpha / beta)   -8.840 / -8.840 eV
LUMO level (alpha / beta)   -0.056 / -0.056 hartree

```
10
Properties=species:S:1:pos:R:3:lowdin_charge:R:1
C -1.95 -1.24 0.09 -0.312
C -3.02 -0.67 -0.52 -0.448
C -0.49 1.79 -0.05 0.044
C 0.84 1.12 -0.06 -0.208
N -0.77 -0.76 0.15 0.081
N -0.42 0.51 -0.04 -0.208
Cl -4.13 0.40 0.09 0.723
H -2.25 -2.28 0.23 0.126
H 1.40 1.10 -1.00 0.073
H 1.61 1.26 0.85 0.131
```

---

(3)
The following is a quantum chemistry calculation of C2H3O3Y as an isolated structure, from OMol25.

Properties
Charge   +1
Spin multiplicity   2
⟨S²⟩   0.75
Frontier orbital gap (alpha / beta)   7.630 / 7.066 eV
HOMO (alpha / beta)   -13.068 / -13.069 eV
LUMO level (alpha / beta)   -0.200 / -0.221 hartree

```
9
Properties=species:S:1:pos:R:3:lowdin_charge:R:1
C -2.97 -0.27 -0.55 0.130
O -2.38 0.29 0.32 -0.113
H -4.05 -0.14 -0.78 0.118
H 1.95 -0.40 -1.18 0.135
O 1.23 -0.99 0.70 -0.347
C 1.97 -0.08 -0.07 -0.510
O 1.43 1.20 0.08 -0.348
Y -0.20 0.48 1.19 1.810
H 3.02 -0.08 0.29 0.125
```

---

(4)
The following is a quantum chemistry calculation of one molecule with the formula C4H7NO, from OMol25.

Properties
Charge   0
Frontier orbital gap   8.553 eV
HOMO   -7.698 eV
LUMO level   0.031 hartree

```
13
Properties=species:S:1:pos:R:3:lowdin_charge:R:1
C -1.64 0.35 1.03 -0.006
C -0.62 -0.38 0.19 -0.423
O -0.60 -1.60 0.10 0.058
C 0.44 0.46 -0.45 -0.306
C 1.85 0.31 0.09 -0.058
N 1.38 -0.35 -1.23 0.016
H -2.33 0.89 0.37 0.090
H -1.14 1.10 1.66 0.093
H -2.19 -0.35 1.65 0.087
H 0.10 1.41 -0.87 0.136
H 1.83 -0.53 0.81 0.034
H 1.85 0.02 -2.04 0.142
H 1.07 -1.32 -1.31 0.139
```

---

(5)
The following is a quantum chemistry calculation of a 9-piece molecular cluster, C31H50BrIO39S8 overall, from OMol25.

Properties
Charge   0
Frontier orbital gap   6.917 eV
HOMO   -9.255 eV
LUMO level   -0.086 hartree
SMILES   O=C(Br)CC1=C(O)C(=O)C(CCCI)=C(COCOCCO)C1=O.O=S1(=O)OCCO1.O=S1(=O)OCCO1.O=S1(=O)OCCO1.O=S1(=O)OCCO1.O=S1(=O)OCCO1.O=S1(=O)OCCO1.O=S1(=O)OCCO1.O=S1(=O)OCCO1

```
130
Properties=species:S:1:pos:R:3:lowdin_charge:R:1
O 6.13 3.34 2.02 -0.110
C 5.54 3.00 0.84 -0.567
Br 3.78 1.99 1.07 0.659
C 6.18 3.41 -0.61 -0.102
C 5.13 4.09 -1.67 -0.022
C 5.58 4.15 -3.11 -0.071
O 6.92 3.63 -3.52 -0.047
C 4.57 4.79 -4.27 -0.084
O 5.09 5.17 -5.47 -0.046
C 2.93 5.00 -3.99 -0.023
C 1.85 5.28 -5.20 -0.150
C 2.06 4.36 -6.54 -0.273
C 1.72 2.76 -6.20 -0.638
I 2.46 1.41 -7.78 0.654
C 2.52 4.96 -2.53 -0.017
C 0.97 5.17 -2.01 -0.135
O 0.36 3.97 -1.41 -0.138
C 0.88 2.72 -2.00 -0.179
O -0.12 1.66 -1.66 -0.163
C 0.56 0.39 -1.33 -0.167
C -0.42 -0.92 -1.25 -0.216
O -1.23 -1.16 -2.45 -0.144
C 3.66 4.72 -1.33 -0.136
O 3.31 5.13 -0.08 -0.044
H 7.11 4.14 -0.43 0.155
H 6.64 2.44 -1.13 0.151
H 7.58 4.41 -3.51 0.133
H 0.72 5.14 -4.88 0.109
H 1.93 6.41 -5.56 0.143
H 1.20 4.69 -7.30 0.099
H 3.09 4.51 -7.08 0.098
H 0.53 2.67 -6.24 0.046
H 2.04 2.45 -5.11 0.049
H 1.03 5.98 -1.13 0.150
H 0.24 5.61 -2.80 0.131
H 1.88 2.40 -1.47 0.117
H 0.94 2.73 -3.17 0.139
H 1.03 0.54 -0.24 0.111
H 1.49 0.23 -2.05 0.138
H 0.28 -1.86 -1.10 0.137
H -1.12 -0.84 -0.30 0.107
H -1.72 -2.06 -2.34 0.050
O -2.37 -3.53 -1.66 -0.232
S -2.27 -3.71 -0.23 0.715
O -1.34 -2.98 0.60 -0.238
O -2.09 -5.30 0.07 -0.173
C -3.15 -5.76 0.90 -0.173
C -4.33 -4.85 0.59 -0.160
O -3.77 -3.55 0.41 -0.182
H -2.83 -5.66 1.95 0.138
H -3.37 -6.81 0.70 0.076
H -5.07 -4.84 1.40 0.141
H -4.82 -5.14 -0.34 0.137
O -0.79 -1.80 3.80 -0.252
S -0.30 -0.69 3.01 0.692
O 0.21 -0.84 1.67 -0.240
O 0.81 0.11 3.90 -0.182
C 0.40 1.47 4.07 -0.172
C -1.12 1.44 4.00 -0.187
O -1.44 0.48 3.00 -0.182
H 0.82 2.05 3.24 0.137
H 0.77 1.86 5.02 0.084
H -1.54 2.42 3.74 0.125
H -1.55 1.10 4.95 0.120
O -2.71 -8.81 1.53 -0.240
S -3.41 -9.35 0.39 0.676
O -4.50 -8.65 -0.26 -0.231
O -3.91 -10.85 0.77 -0.196
C -3.36 -11.78 -0.16 -0.166
C -2.05 -11.16 -0.63 -0.168
O -2.31 -9.77 -0.74 -0.186
H -4.07 -11.89 -0.99 0.134
H -3.21 -12.76 0.31 0.140
H -1.72 -11.57 -1.59 0.139
H -1.26 -11.30 0.12 0.136
O 10.22 9.63 -6.32 -0.236
S 9.98 8.47 -5.50 0.679
O 10.95 7.95 -4.56 -0.238
O 9.51 7.25 -6.47 -0.192
C 8.22 6.79 -6.07 -0.176
C 7.54 8.00 -5.43 -0.176
O 8.57 8.68 -4.71 -0.197
H 8.36 5.99 -5.34 0.118
H 7.66 6.41 -6.93 0.140
H 6.72 7.72 -4.76 0.129
H 7.15 8.69 -6.20 0.136
O -6.12 -0.67 6.56 -0.241
S -5.78 -2.00 6.09 0.678
O -6.76 -3.03 5.86 -0.240
O -4.62 -2.60 7.07 -0.199
C -3.46 -2.92 6.30 -0.167
C -3.49 -1.96 5.11 -0.181
O -4.86 -1.85 4.75 -0.190
H -3.55 -3.96 5.97 0.130
H -2.56 -2.80 6.91 0.139
H -2.90 -2.33 4.27 0.112
H -3.13 -0.96 5.40 0.127
O -3.95 -12.93 5.67 -0.233
S -3.46 -11.82 4.88 0.680
O -2.95 -11.97 3.54 -0.242
O -2.35 -11.02 5.77 -0.191
C -2.76 -9.66 5.93 -0.172
C -4.28 -9.68 5.87 -0.174
O -4.60 -10.65 4.87 -0.193
H -2.34 -9.08 5.11 0.131
H -2.39 -9.26 6.89 0.137
H -4.70 -8.71 5.61 0.137
H -4.71 -10.02 6.82 0.133
O -1.79 5.43 -9.08 -0.224
S -1.69 5.25 -7.65 0.675
O -0.76 5.98 -6.82 -0.250
O -1.51 3.66 -7.35 -0.218
C -2.57 3.20 -6.52 -0.168
C -3.75 4.11 -6.83 -0.170
O -3.19 5.41 -7.01 -0.189
H -2.25 3.31 -5.48 0.134
H -2.79 2.15 -6.73 0.143
H -4.49 4.13 -6.02 0.140
H -4.24 3.82 -7.76 0.134
O -1.21 3.94 5.38 -0.219
S -0.54 3.51 6.59 0.699
O 0.75 2.86 6.57 -0.232
O -1.57 2.60 7.46 -0.192
C -1.75 3.19 8.75 -0.166
C -1.53 4.69 8.55 -0.169
O -0.46 4.78 7.61 -0.181
H -1.00 2.77 9.42 0.135
H -2.75 2.97 9.13 0.141
H -1.27 5.20 9.48 0.140
H -2.41 5.16 8.10 0.136
```

---

(6)
The following is a quantum chemistry calculation of one molecule with the formula C7H13NO4S, from OMol25.

Properties
Charge   0
Spin multiplicity   3
⟨S²⟩   2.01
Frontier orbital gap (alpha / beta)   7.008 / 7.128 eV
HOMO (alpha / beta)   -6.266 / -10.384 eV
LUMO level (alpha / beta)   0.027 / -0.120 hartree

```
26
Properties=species:S:1:pos:R:3:lowdin_charge:R:1
C -1.37 -0.62 0.44 -0.561
C 0.34 0.89 1.02 -0.275
C 0.50 0.28 -0.40 -0.281
C -2.74 -0.34 -0.14 0.053
C 0.42 2.49 1.00 0.005
C 1.58 0.57 -1.39 -0.029
C 1.00 -3.29 0.21 -0.035
N -0.47 -0.57 -0.69 0.228
O -1.23 -1.85 1.10 -0.112
O -0.36 -3.55 2.55 -0.255
O -0.96 0.46 1.29 -0.023
O 1.03 -1.60 2.14 -0.277
S 0.07 -2.53 1.65 0.629
H 0.96 0.45 1.82 0.124
H -2.88 -0.97 -1.04 0.110
H -2.94 0.65 -0.32 0.065
H -3.44 -0.70 0.62 0.104
H 1.30 2.90 1.54 0.082
H -0.51 2.90 1.36 0.068
H 0.67 2.91 0.02 0.060
H 2.46 0.65 -0.72 0.095
H 1.44 1.55 -1.87 0.086
H 1.81 -0.25 -1.98 0.050
H 0.10 -3.56 -0.22 0.023
H 1.35 -2.48 -0.28 0.009
H 1.63 -4.11 0.32 0.057
```

---

(7)
The following is a quantum chemistry calculation of one molecule with the formula C6H12O, from OMol25.

Properties
Charge   0
Frontier orbital gap   9.861 eV
HOMO   -8.785 eV
LUMO level   0.040 hartree
SMILES   COCC1(C)CC1

```
19
Properties=species:S:1:pos:R:3:lowdin_charge:R:1
C 2.52 -0.38 -0.53 -0.131
O 1.43 0.41 -0.23 -0.246
C 0.63 0.12 0.92 -0.155
C -0.79 0.13 0.39 -0.380
C -1.67 1.34 0.74 -0.034
C -0.66 -0.33 -1.14 -0.085
C -1.48 -1.08 -0.17 -0.117
H 2.40 -1.42 -0.20 0.088
H 3.40 0.05 -0.05 0.082
H 2.67 -0.38 -1.62 0.092
H 0.94 -0.84 1.36 0.125
H 0.82 0.91 1.65 0.123
H -1.18 2.06 1.40 0.073
H -2.62 1.09 1.24 0.076
H -1.94 1.87 -0.17 0.075
H 0.20 -0.87 -1.56 0.102
H -1.02 0.39 -1.86 0.104
H -1.11 -2.06 0.11 0.107
H -2.55 -1.00 -0.28 0.101
```

---

(8)
The following is a quantum chemistry calculation of C27H28BrMnNO3P2 as an isolated structure, from OMol25.

Properties
Charge   +1
Spin multiplicity   5
⟨S²⟩   6.07
Frontier orbital gap (alpha / beta)   6.847 / 6.290 eV
HOMO (alpha / beta)   -10.836 / -10.987 eV
LUMO level (alpha / beta)   -0.147 / -0.173 hartree

```
63
Properties=species:S:1:pos:R:3:lowdin_charge:R:1
C -1.53 3.21 -3.83 -0.040
C -1.34 1.93 -3.30 -0.218
C -0.01 1.43 -3.18 -0.188
C 1.08 2.24 -3.54 -0.138
C 0.85 3.53 -4.02 -0.024
C -0.44 4.03 -4.17 -0.053
C 2.49 1.73 -3.33 -0.064
C 2.51 0.22 -3.47 -0.150
C 1.36 -0.52 -3.17 -0.208
C 1.36 -1.94 -3.32 -0.210
C 2.54 -2.57 -3.70 -0.036
C 3.68 -1.83 -4.00 -0.056
C 3.66 -0.44 -3.92 -0.017
H -2.55 3.59 -3.93 0.118
H 1.73 4.14 -4.26 0.122
H -0.61 5.04 -4.56 0.116
H 3.12 2.17 -4.13 0.129
H 2.59 -3.66 -3.68 0.120
H 4.61 -2.34 -4.26 0.114
H 4.51 0.16 -4.23 0.127
N 0.26 0.17 -2.64 -0.090
Mn -0.16 -0.19 -0.86 0.473
C -2.51 1.10 -2.76 -0.260
H -2.55 0.11 -3.25 0.097
H -3.47 1.63 -2.93 0.103
C 0.16 -2.73 -2.84 -0.247
H -0.75 -2.48 -3.40 0.100
H 0.33 -3.81 -2.91 0.102
P -2.26 0.81 -0.96 0.878
P -0.21 -2.34 -1.08 0.855
C 1.10 -3.20 -0.16 -0.196
H 0.93 -3.05 0.91 0.061
H 1.10 -4.27 -0.38 0.069
H 2.08 -2.78 -0.43 0.057
C -1.74 -3.23 -0.66 -0.205
H -1.56 -4.32 -0.61 0.068
H -2.10 -2.88 0.32 0.039
H -2.52 -3.03 -1.42 0.053
C -2.49 2.47 -0.25 -0.228
H -3.48 2.89 -0.49 0.066
H -2.37 2.40 0.84 0.015
H -1.72 3.15 -0.64 0.056
C -3.71 -0.14 -0.41 -0.221
H -3.48 -0.52 0.60 0.029
H -4.61 0.50 -0.37 0.066
H -3.89 -0.98 -1.09 0.048
C 1.57 0.20 -0.27 -0.038
O 2.75 0.20 -0.18 0.187
H 3.00 2.14 -2.45 0.131
Br 0.12 2.31 2.48 0.835
C 0.12 0.93 3.78 -0.584
C 0.65 1.18 5.05 -0.109
C 0.61 0.18 6.03 -0.060
C 0.03 -1.06 5.75 -0.059
C -0.50 -1.31 4.48 -0.015
C -0.42 -0.33 3.49 -0.170
C -0.90 -0.70 2.11 -0.584
O -2.01 -1.24 1.95 0.024
O -0.05 -0.44 1.18 -0.242
H 1.11 2.14 5.25 0.104
H 1.05 0.39 7.00 0.112
H -0.02 -1.84 6.52 0.112
H -0.98 -2.26 4.23 0.126
```

---

(9)
The following is a quantum chemistry calculation of a 2-piece molecular cluster, C5H7N overall, from OMol25.

Properties
Charge   0
Frontier orbital gap   9.035 eV
HOMO   -8.020 eV
LUMO level   0.037 hartree

```
13
Properties=species:S:1:pos:R:3:lowdin_charge:R:1
C 1.84 -0.11 -0.27 -0.093
C 0.41 0.16 -0.17 -0.387
C -0.27 -1.05 -0.19 -0.112
N -1.57 -0.73 0.07 0.001
C -1.72 0.62 0.18 -0.134
C -0.49 1.22 0.02 -0.047
H 1.76 -0.74 0.79 0.106
H 2.74 -0.12 -0.87 0.026
H 2.65 0.69 0.68 0.156
H -0.07 -1.93 -0.80 0.132
H -2.33 -1.38 0.03 0.142
H -2.67 1.08 0.41 0.106
H -0.27 2.28 0.14 0.102
```